1.
Here is 12 unconnected molecules or ions with the total composition C35H100N8O17 in a non-equilibrium geometry from the OMol25 dataset. Energies are from ωB97M-V/def2-TZVPD.

As for the SMILES: COC[C@H](C)N.COC[C@H](C)N.COC[C@H](C)N.COC[C@H](C)N.COC[C@H](C)N.COC[C@H](C)N.NC(N)=O.OCCO.OCCO.OCCO.OCCO.OCCO. For the energy relative to the best compared isomer or geometry (same formula, charge and spin), the calculation gives 0.0 kJ/mol. The value obtained for the frontier orbital gap is 0.3268 hartree. The total energy is -3110.2384 a.u.

```
! RIJCOSX wB97M-V def2-TZVPD def2/J DEFGRID3
* xyz 0 1
C 2.920 3.850 -4.669
O 2.585 2.788 -3.851
C 3.819 2.177 -3.357
C 3.558 0.711 -2.780
C 2.911 -0.076 -3.950
N 2.558 0.876 -1.721
H 1.945 4.028 -5.122
H 3.692 3.707 -5.425
H 3.045 4.849 -4.253
H 4.521 1.964 -4.162
H 4.488 2.701 -2.675
H 4.407 0.220 -2.304
H 2.670 -1.129 -3.807
H 3.510 -0.209 -4.851
H 2.003 0.418 -4.294
H 1.974 0.053 -1.685
H 1.974 1.653 -1.995
C 1.289 -5.372 0.558
O 2.488 -4.872 1.279
C 2.263 -3.794 2.110
C 3.655 -3.061 2.279
C 4.504 -3.903 3.170
N 3.703 -1.750 2.814
H 1.452 -6.396 0.220
H 1.047 -4.752 -0.306
H 0.397 -5.483 1.173
H 1.442 -3.109 1.898
H 1.803 -4.007 3.075
H 4.021 -3.028 1.253
H 4.853 -4.684 2.495
H 3.982 -4.224 4.071
H 5.387 -3.361 3.509
H 4.698 -1.600 2.895
H 3.379 -1.070 2.142
C -2.104 -3.299 4.288
O -3.178 -2.396 4.216
C -3.719 -2.358 2.836
C -4.724 -3.445 2.457
C -5.157 -3.338 1.014
N -5.892 -3.402 3.336
H -2.555 -4.288 4.206
H -1.492 -3.341 5.188
H -1.407 -3.285 3.450
H -4.273 -1.421 2.789
H -2.977 -2.064 2.094
H -4.262 -4.422 2.597
H -5.875 -4.133 0.815
H -4.239 -3.126 0.466
H -5.786 -2.460 0.868
H -6.513 -2.612 3.238
H -5.565 -3.424 4.292
C 3.548 -2.740 -1.357
O 3.718 -3.534 -2.499
C 2.474 -4.153 -2.786
C 2.554 -4.708 -4.245
C 1.274 -5.555 -4.522
N 3.573 -5.789 -4.319
H 2.911 -1.882 -1.568
H 4.564 -2.421 -1.125
H 3.120 -3.231 -0.483
H 2.282 -4.924 -2.040
H 1.607 -3.493 -2.791
H 2.729 -3.855 -4.900
H 0.737 -5.245 -5.419
H 0.558 -5.384 -3.719
H 1.480 -6.609 -4.714
H 4.424 -5.470 -3.879
H 3.223 -6.509 -3.703
C -4.621 4.026 -6.684
O -3.803 3.816 -5.526
C -2.726 2.848 -5.685
C -1.869 3.030 -4.420
C -0.640 2.056 -4.438
N -2.532 2.719 -3.145
H -4.181 4.253 -7.656
H -5.194 4.930 -6.476
H -5.220 3.125 -6.813
H -3.169 1.876 -5.907
H -2.159 2.959 -6.609
H -1.549 4.068 -4.338
H 0.010 2.313 -3.602
H 0.046 2.340 -5.236
H -0.904 0.999 -4.442
H -1.973 2.951 -2.337
H -2.412 1.718 -3.075
C -1.845 6.130 4.111
O -2.596 4.923 4.156
C -2.105 3.825 5.099
C -0.897 3.127 4.654
C -1.132 2.209 3.471
N -0.379 2.200 5.664
H -1.655 6.442 5.138
H -2.409 6.856 3.524
H -0.836 6.026 3.712
H -2.061 4.363 6.046
H -2.923 3.137 5.315
H -0.056 3.789 4.446
H -1.248 1.134 3.611
H -0.221 2.231 2.873
H -1.768 2.726 2.752
H 0.176 2.716 6.331
H -1.100 1.729 6.193
N 3.233 -2.012 5.482
C 2.330 -1.253 6.072
N 1.512 -0.631 5.276
O 2.257 -1.176 7.284
H 3.132 -2.102 4.481
H 3.794 -2.683 5.988
H 1.736 -0.759 4.299
H 0.737 -0.118 5.672
O -3.677 0.496 -0.564
C -4.351 0.489 0.753
C -4.697 1.990 1.003
O -5.331 2.282 2.258
H -4.340 0.839 -1.167
H -5.272 -0.093 0.707
H -3.679 0.118 1.526
H -5.568 2.286 0.419
H -3.942 2.770 0.911
H -5.501 3.227 2.276
O -0.295 6.015 -1.101
C 0.695 5.112 -1.622
C 0.777 3.862 -0.742
O -0.357 2.985 -0.924
H -1.149 5.576 -1.101
H 0.629 4.815 -2.668
H 1.713 5.500 -1.576
H 0.699 4.083 0.322
H 1.726 3.400 -1.015
H -1.093 3.600 -0.963
O -2.499 -1.093 -5.668
C -3.019 -1.515 -4.446
C -2.080 -1.860 -3.297
O -1.635 -3.137 -3.397
H -1.556 -1.245 -5.574
H -3.671 -0.688 -4.167
H -3.671 -2.376 -4.592
H -2.691 -1.940 -2.398
H -1.478 -1.043 -2.900
H -2.317 -3.813 -3.417
O 4.435 3.533 4.376
C 3.761 2.364 4.539
C 2.674 2.106 3.439
O 3.315 1.637 2.317
H 4.782 3.453 3.485
H 4.460 1.528 4.562
H 3.308 2.526 5.518
H 2.218 3.067 3.204
H 1.860 1.400 3.602
H 2.677 1.192 1.755
O 1.906 -0.184 0.890
C 0.501 -0.044 1.159
C -0.213 -0.771 0.002
O -0.042 -0.018 -1.144
H 2.086 0.187 0.023
H 0.298 -0.483 2.136
H 0.218 1.002 1.281
H -1.289 -0.917 0.090
H 0.179 -1.765 -0.214
H -0.288 0.894 -0.973
*
```

2.
Here is a molecular structure, C18H19N6O5PtS2 from the OMol25 dataset. Energies are from ωB97M-V/def2-TZVPD.

For the energy relative to the best compared isomer or geometry (same formula, charge and spin), the calculation gives 0.0 kJ/mol. The value obtained for the frontier orbital gap is 0.2388 hartree. The total energy is -2317.8344 a.u.

```
! RIJCOSX wB97M-V def2-TZVPD def2/J DEFGRID3
* xyz -1 1
Pt -0.777 0.776 0.579
O -1.949 2.365 4.454
S -1.059 1.895 3.438
O -0.492 3.257 2.772
O -1.828 1.271 2.314
O 0.084 1.126 3.840
S 0.336 0.148 -1.289
C -0.566 -1.316 -1.567
N -0.327 -2.201 -2.476
N 0.731 -1.965 -3.257
C 1.108 -2.870 -4.235
C 2.257 -2.610 -4.985
C 2.654 -3.490 -5.975
C 1.920 -4.640 -6.237
C 0.778 -4.892 -5.488
C 0.365 -4.022 -4.493
N -1.686 -1.643 -0.793
N -1.943 -0.844 0.133
C -3.098 -1.225 0.900
C -3.307 -2.557 1.230
C -4.427 -2.904 1.966
C -5.333 -1.926 2.358
C -5.113 -0.599 2.018
C -3.988 -0.239 1.294
H 1.322 -1.166 -3.059
H 2.834 -1.715 -4.783
H 3.548 -3.275 -6.547
H 2.233 -5.327 -7.012
H 0.195 -5.785 -5.680
H -0.523 -4.217 -3.908
H -2.588 -3.299 0.912
H -4.590 -3.938 2.239
H -6.205 -2.199 2.939
H -5.811 0.166 2.332
H -3.788 0.792 1.043
N 0.520 2.259 0.854
C 0.479 3.115 1.755
N 1.376 4.185 1.890
C 2.494 4.152 0.950
C 3.561 3.178 1.421
O 4.016 3.510 2.730
C 2.933 3.503 3.653
C 1.864 4.499 3.235
H 2.912 5.162 0.898
H 2.118 3.861 -0.029
H 4.437 3.213 0.771
H 3.148 2.164 1.413
H 3.353 3.761 4.626
H 2.489 2.501 3.712
H 2.294 5.504 3.197
H 1.038 4.500 3.941
*
```

3.
Here is a molecular structure, C20H33BrN9O2V in a non-equilibrium geometry from the OMol25 dataset. Energies are from ωB97M-V/def2-TZVPD.

For the energy relative to the best compared isomer or geometry (same formula, charge and spin), the calculation gives 72.6 kJ/mol. The value obtained for the frontier orbital gap (alpha / beta) is 0.2613 / 0.2786 hartree. The total energy is -4943.0833 a.u.

```
! RIJCOSX wB97M-V def2-TZVPD def2/J DEFGRID3
* xyz 1 2
V -1.474 -0.840 1.012
O -4.411 1.179 2.726
C -3.651 0.293 2.437
N -2.331 0.439 2.052
C -1.753 1.779 2.068
C -0.280 1.646 1.831
C 0.625 2.624 2.184
C 1.975 2.392 1.979
C 2.381 1.192 1.419
C 1.425 0.264 1.077
N 0.116 0.477 1.283
C -3.962 -1.170 2.578
C -5.138 -1.642 3.108
C -5.216 -2.992 3.416
C -4.102 -3.790 3.218
C -2.967 -3.236 2.651
N -2.906 -1.951 2.300
H -2.207 2.397 1.287
H -1.959 2.267 3.020
H 0.271 3.550 2.618
H 2.703 3.141 2.263
H 3.425 0.975 1.240
H 1.694 -0.677 0.620
H -5.944 -0.945 3.294
H -6.121 -3.408 3.840
H -4.103 -4.835 3.498
H -2.077 -3.827 2.499
N 1.024 -4.082 0.837
C -0.031 -3.303 0.771
O -0.050 -2.204 1.407
C -1.245 -3.707 0.005
C -2.082 -2.455 -0.270
H 1.880 -3.729 1.238
H 1.089 -4.886 0.238
H -1.775 -4.467 0.582
H -0.930 -4.179 -0.927
H -3.153 -2.630 -0.224
H -1.839 -2.094 -1.262
C 4.154 2.929 -2.301
N 3.127 1.990 -2.736
C 3.631 0.653 -2.983
C 1.854 2.089 -2.196
N 1.277 1.037 -1.733
N 1.325 3.361 -2.181
C 0.098 3.577 -1.443
C 1.515 4.276 -3.304
H 4.701 2.539 -1.434
H 3.712 3.880 -2.021
H 4.869 3.100 -3.105
H 4.552 0.735 -3.560
H 2.903 0.083 -3.559
H 3.843 0.108 -2.054
H 0.293 1.179 -1.523
H 0.153 3.093 -0.466
H -0.784 3.196 -1.970
H -0.031 4.649 -1.287
H 2.301 3.918 -3.959
H 1.772 5.275 -2.948
H 0.593 4.349 -3.891
N 2.141 -2.787 -1.763
N 0.887 -2.065 -1.770
H 2.802 -2.344 -2.395
H 1.969 -3.711 -2.139
H 0.516 -2.033 -2.716
H 1.120 -1.090 -1.569
Br -2.193 0.449 -0.912
*
```

4.
Here is a molecular structure, C24H25N3O4Pt in a non-equilibrium geometry from the OMol25 dataset. Energies are from ωB97M-V/def2-TZVPD.

The value obtained for the frontier orbital gap (alpha / beta) is 0.2398 / 0.2383 hartree. The total energy is -1513.9914 a.u.

```
! RIJCOSX wB97M-V def2-TZVPD def2/J DEFGRID3
* xyz 0 1
Pt -0.224 -0.095 -0.041
C 2.405 -1.762 -0.364
N 2.015 -0.508 0.280
C 2.740 0.629 -0.288
C 2.142 -0.566 1.728
C 3.418 -0.567 2.266
C 3.646 -0.534 3.628
C 2.550 -0.498 4.464
C 1.273 -0.534 3.949
C 0.985 -0.587 2.569
N -0.262 -0.666 1.991
C -1.532 -0.575 2.518
C -1.874 -0.553 3.885
C -3.169 -0.474 4.348
C -4.234 -0.447 3.470
C -3.949 -0.483 2.119
C -2.653 -0.526 1.633
N -2.476 -0.497 0.189
C -3.145 0.656 -0.421
C -2.907 -1.755 -0.422
H 3.484 -1.939 -0.275
H 2.147 -1.737 -1.425
H 1.878 -2.592 0.107
H 3.826 0.536 -0.176
H 2.403 1.543 0.202
H 2.518 0.708 -1.353
H 4.271 -0.586 1.605
H 4.651 -0.528 4.019
H 2.684 -0.440 5.535
H 0.491 -0.518 4.679
H -1.118 -0.600 4.641
H -3.343 -0.439 5.413
H -5.252 -0.399 3.821
H -4.772 -0.477 1.421
H -4.236 0.585 -0.365
H -2.868 0.725 -1.474
H -2.817 1.562 0.089
H -3.996 -1.879 -0.356
H -2.433 -2.590 0.094
H -2.624 -1.777 -1.476
O -0.429 4.071 -1.184
C -0.251 2.864 -1.158
O -0.352 2.143 -0.122
C 0.158 2.171 -2.462
C 0.614 2.980 -3.493
C 1.067 2.457 -4.699
C 1.036 1.088 -4.833
O 1.427 0.306 -5.890
C 1.223 -1.029 -5.482
O 0.650 -1.051 -4.194
C 0.563 0.267 -3.806
C 0.117 0.783 -2.618
H 0.618 4.046 -3.319
H 1.438 3.092 -5.488
H 2.192 -1.555 -5.460
H 0.551 -1.532 -6.193
H -0.264 0.086 -1.828
*
```

5.
Here is C3H5N3 in the gas phase from the OMol25 dataset. Energies are from ωB97M-V/def2-TZVPD.

As for the SMILES: Cc1c[nH]nn1. For the energy relative to the best compared isomer or geometry (same formula, charge and spin), the calculation gives 92.2 kJ/mol. The value obtained for the frontier orbital gap is 0.3824 hartree. The total energy is -281.5549 a.u.

```
! RIJCOSX wB97M-V def2-TZVPD def2/J DEFGRID3
* xyz 0 1
C -1.712 0.018 0.030
C -0.235 -0.205 0.029
C 0.779 0.704 -0.130
N 1.903 -0.038 -0.015
N 1.620 -1.325 0.196
N 0.330 -1.433 0.226
H -2.229 -0.791 -0.491
H -1.956 0.962 -0.465
H -2.102 0.060 1.052
H 0.787 1.769 -0.304
H 2.867 0.249 -0.086
*
```

6.
Here is a gas-phase ion, C4H4ClF3NO2 (charge -1) in a non-equilibrium geometry from the OMol25 dataset. Energies are from ωB97M-V/def2-TZVPD.

The value obtained for the frontier orbital gap (alpha / beta) is 0.1358 / 0.2444 hartree. The total energy is -1119.7527 a.u.

```
! RIJCOSX wB97M-V def2-TZVPD def2/J DEFGRID3
* xyz -1 3
C -2.123 0.036 -0.444
C -0.707 -0.703 -0.338
C 0.507 0.372 -0.072
C 1.878 -0.108 -0.228
N 0.202 1.202 1.162
O -2.676 -0.126 -1.558
O -2.497 0.648 0.572
F 2.664 0.898 -0.322
F 2.010 -0.765 -1.373
F 2.244 -0.928 0.689
Cl -0.736 -1.839 1.103
H -0.583 -1.386 -1.142
H 0.450 1.014 -0.994
H -0.836 1.269 1.160
H 0.204 0.418 1.785
*
```

7.
Here is a molecular structure, C45H56AsF3N5OPbS from the OMol25 dataset. Energies are from ωB97M-V/def2-TZVPD.

For the energy relative to the best compared isomer or geometry (same formula, charge and spin), the calculation gives 0.0 kJ/mol. The value obtained for the frontier orbital gap is 0.2135 hartree. The total energy is -5223.6646 a.u.

```
! RIJCOSX wB97M-V def2-TZVPD def2/J DEFGRID3
* xyz 1 1
Pb -0.618 -0.465 -0.456
C 0.055 4.616 -4.320
C -0.707 3.353 -4.726
C -0.265 2.152 -3.952
C 0.607 1.179 -4.334
C 1.284 1.016 -5.656
C 0.549 0.031 -6.567
C 0.750 0.272 -3.208
N -0.009 0.738 -2.183
C -0.658 1.859 -2.583
C -1.545 2.600 -1.805
C -1.947 2.393 -0.484
C -2.874 3.220 0.262
C -3.463 4.498 -0.240
C -2.464 5.656 -0.194
C -3.030 2.641 1.490
C -2.193 1.460 1.512
C -2.055 0.558 2.562
C -1.212 -0.555 2.635
N -0.427 -1.008 1.621
C 0.340 -2.040 2.068
C 1.283 -2.737 1.310
C 1.655 -2.563 -0.020
N 1.108 -1.669 -0.887
C 1.774 -1.712 -2.066
C 1.556 -0.860 -3.151
C 2.793 -2.736 -1.971
C 2.727 -3.253 -0.708
C 3.614 -4.279 -0.080
C 4.711 -3.664 0.788
C 3.778 -3.054 -3.049
C 4.939 -2.059 -3.092
C 0.032 -2.255 3.462
C -0.941 -1.355 3.806
C -1.561 -1.128 5.148
C -0.920 0.037 5.905
C 0.727 -3.243 4.343
C 2.084 -2.735 4.834
N -1.532 1.377 0.321
C -3.828 3.135 2.653
C -2.968 3.896 3.662
H -0.297 5.485 -4.875
H 1.123 4.499 -4.510
H -0.068 4.823 -3.255
H -0.571 3.165 -5.792
H -1.781 3.505 -4.588
H 2.314 0.684 -5.502
H 1.358 1.989 -6.145
H 0.485 -0.957 -6.109
H 1.058 -0.070 -7.525
H -0.471 0.368 -6.755
H -1.995 3.454 -2.297
H -4.343 4.748 0.354
H -3.824 4.361 -1.263
H -2.143 5.850 0.831
H -2.905 6.571 -0.588
H -1.572 5.430 -0.782
H -2.649 0.759 3.445
H 1.822 -3.512 1.843
H 2.128 -1.077 -4.044
H 4.064 -4.891 -0.863
H 3.011 -4.965 0.522
H 5.363 -3.021 0.195
H 5.325 -4.439 1.246
H 4.286 -3.052 1.586
H 3.272 -3.072 -4.018
H 4.163 -4.064 -2.899
H 4.578 -1.042 -3.253
H 5.635 -2.304 -3.893
H 5.489 -2.065 -2.150
H -1.479 -2.039 5.743
H -2.633 -0.946 5.032
H 0.147 -0.135 6.054
H -1.380 0.172 6.883
H -1.029 0.973 5.353
H 0.858 -4.187 3.807
H 0.090 -3.475 5.198
H 2.741 -2.496 3.996
H 2.582 -3.481 5.452
H 1.963 -1.828 5.429
H -4.317 2.291 3.147
H -4.635 3.776 2.296
H -2.166 3.264 4.049
H -3.564 4.238 4.508
H -2.505 4.769 3.200
F -4.529 -2.781 -3.537
C -4.897 -3.242 -2.329
F -5.634 -2.283 -1.742
F -5.704 -4.291 -2.534
C -3.702 -3.616 -1.490
C -3.546 -4.912 -1.040
C -2.442 -5.245 -0.267
C -1.534 -4.246 0.021
N -1.676 -2.993 -0.409
C -2.732 -2.664 -1.152
S -2.798 -0.985 -1.656
H -4.287 -5.658 -1.293
H -2.294 -6.250 0.098
H -0.653 -4.442 0.618
C 1.597 1.247 3.177
As 1.797 1.932 1.399
C 0.817 3.578 1.307
C 3.646 2.362 1.167
O 1.358 0.830 0.235
H 2.133 1.882 3.881
H 1.998 0.234 3.207
H 0.539 1.222 3.430
H 1.251 4.314 1.982
H -0.216 3.383 1.585
H 0.854 3.946 0.282
H 3.970 3.064 1.933
H 3.783 2.799 0.180
H 4.221 1.441 1.237
*
```

8.
Here is a molecular structure, C6H8N2 in a non-equilibrium geometry from the OMol25 dataset. Energies are from ωB97M-V/def2-TZVPD.

For the energy relative to the best compared isomer or geometry (same formula, charge and spin), the calculation gives 761.3 kJ/mol. The value obtained for the frontier orbital gap (alpha / beta) is 0.3026 / 0.3157 hartree. The total energy is -342.6440 a.u.

```
! RIJCOSX wB97M-V def2-TZVPD def2/J DEFGRID3
* xyz 0 1
C -1.193 -0.389 -1.577
C -2.064 -0.583 -0.648
C -0.767 0.673 -0.731
C 0.496 -0.314 1.342
C 1.579 -0.284 -0.906
C 0.593 0.517 0.012
N -2.846 -0.449 0.449
N -2.241 0.480 0.958
H -1.241 1.648 -0.760
H 1.332 -0.345 2.026
H 0.198 -1.326 1.177
H -0.193 0.170 2.184
H 1.505 0.273 -1.912
H 1.199 -1.302 -1.109
H 2.648 -0.328 -0.682
H 0.993 1.558 0.178
*
```